# C5H17N2O

A 2-piece molecular cluster, C5H17N2O overall in a non-equilibrium geometry (the ωB97M-V functional and the def2-TZVPD basis, the OMol25 dataset).

Properties
Lowest unoccupied orbital energy (alpha / beta) = -6.8 / -11.8 eV
Energy relative to the best compared isomer or geometry (same formula, charge and spin) = 56.1 kcal/mol
Charge = +2
Orbital gap (alpha / beta) = 12.595 / 7.570 eV
HOMO level (alpha / beta) = -0.7128 / -0.7129 Ha
Expectation value of S² = 0.755
2S+1 = 2

Structure (XYZ):
```
25
C5H17N2O | the OMol25 dataset | the ωB97M-V functional and the def2-TZVPD basis
C 1.086 -0.123 0.993
N 2.354 0.296 0.154
C 2.272 -0.174 -1.215
C -0.211 0.237 0.400
N -1.280 -0.660 1.072
C -1.752 1.863 -0.546
C -0.577 1.685 0.444
H 1.176 -1.219 1.153
H 1.456 0.143 2.121
H 3.241 0.212 0.612
H 2.196 -1.326 -1.156
H 3.210 -0.093 -1.751
H 1.385 0.187 -1.822
H -0.206 -0.096 -0.717
H -2.249 -0.557 0.512
H -1.409 -0.387 2.023
H -1.061 -1.672 1.051
H -2.655 1.339 -0.151
H -1.579 1.484 -1.571
H -2.250 2.848 -0.531
H 0.335 2.278 0.197
H -0.829 1.916 1.454
H -0.391 -2.392 -1.081
H -1.933 -2.432 -1.745
O -1.359 -2.326 -0.954
```


# C5H4N2O

A 2-piece molecular cluster, C5H4N2O overall in a non-equilibrium geometry (the ωB97M-V functional and the def2-TZVPD basis, the OMol25 dataset).

Properties
Lowest unoccupied orbital energy (alpha / beta) = -1.0 / -1.0 eV
Energy relative to the best compared isomer or geometry (same formula, charge and spin) = 118.7 kcal/mol
Orbital gap (alpha / beta) = 7.315 / 7.314 eV
HOMO level (alpha / beta) = -0.3047 / -0.3046 Ha

Structure (XYZ):
```
12
C5H4N2O | the OMol25 dataset | the ωB97M-V functional and the def2-TZVPD basis
C -1.410 0.320 1.303
C 1.611 1.075 1.730
C -0.713 0.661 -1.210
C 0.387 -1.065 -1.437
C -0.886 0.109 0.107
N 0.144 0.118 -1.936
N -0.106 -1.323 -0.148
O 2.416 1.013 2.578
H -1.182 1.542 -1.203
H 1.102 -1.725 -1.703
H 0.084 -2.089 0.540
H -1.448 1.364 1.381
```


# C4H8O

One molecule with the formula C4H8O in a non-equilibrium geometry (the ωB97M-V functional and the def2-TZVPD basis, the OMol25 dataset).

Properties
Lowest unoccupied orbital energy = 1.1 eV
Energy relative to the best compared isomer or geometry (same formula, charge and spin) = 32.8 kcal/mol
SMILES string = C/C=C/OC
Orbital gap = 9.856 eV
HOMO level = -0.3223 Ha

Structure (XYZ):
```
13
C4H8O | the OMol25 dataset | the ωB97M-V functional and the def2-TZVPD basis
C 0.324 1.422 1.570
C -0.041 0.523 0.401
C 0.861 -0.211 -0.234
O 0.704 -1.215 -1.184
C -0.689 -1.412 -1.469
H 1.101 2.146 1.186
H -0.585 2.040 1.816
H 0.669 0.820 2.455
H -1.112 0.355 0.324
H 1.948 -0.075 -0.056
H -1.114 -0.525 -1.981
H -1.281 -1.677 -0.614
H -0.785 -2.190 -2.216
```


# C6H7O6Tl

C6H7O6Tl as an isolated structure in a non-equilibrium geometry (the ωB97M-V functional and the def2-TZVPD basis, the OMol25 dataset).

Properties
Lowest unoccupied orbital energy = -0.2 eV
Energy relative to the best compared isomer or geometry (same formula, charge and spin) = 89.2 kcal/mol
Orbital gap = 4.958 eV
HOMO level = -0.1877 Ha

Structure (XYZ):
```
20
C6H7O6Tl | the OMol25 dataset | the ωB97M-V functional and the def2-TZVPD basis
C -1.956 -0.831 3.194
C -0.981 -1.015 2.324
O 0.288 -0.467 2.534
C 0.586 0.614 1.838
O -0.188 1.191 1.094
O 1.799 1.007 2.113
H -1.921 -0.253 4.117
H -1.054 -1.632 1.425
H 1.982 1.865 1.706
C -3.952 -1.313 3.108
C -4.465 -1.374 1.797
O -4.078 -0.337 0.962
C -4.520 -0.261 -0.303
O -5.398 -0.899 -0.795
O -3.740 0.656 -0.874
Tl -2.179 1.203 0.634
H -4.061 -2.253 3.657
H -4.290 -0.428 3.668
H -5.356 -1.907 1.472
H -3.992 0.841 -1.789
```


# C8H12N2NiO4

C8H12N2NiO4 as an isolated structure in a non-equilibrium geometry (the ωB97M-V functional and the def2-TZVPD basis, the OMol25 dataset).

Properties
Lowest unoccupied orbital energy (alpha / beta) = -8.1 / -10.6 eV
Energy relative to the best compared isomer or geometry (same formula, charge and spin) = 0.0 kcal/mol
Charge = +2
Orbital gap (alpha / beta) = 9.474 / 5.989 eV
HOMO level (alpha / beta) = -0.6467 / -0.6082 Ha
Expectation value of S² = 2.038
2S+1 = 3

Structure (XYZ):
```
27
C8H12N2NiO4 | the OMol25 dataset | the ωB97M-V functional and the def2-TZVPD basis
O -3.092 2.205 -3.283
C -1.928 2.152 -3.350
Ni -0.241 3.027 -3.133
C 0.899 3.882 -2.069
C 1.068 1.989 -3.683
O 1.281 4.634 -1.262
O 1.811 1.268 -4.221
C -0.284 1.463 1.856
N -0.117 0.035 1.757
C -0.119 -0.696 3.007
C -0.015 -0.442 0.479
O -0.064 0.363 -0.465
N 0.157 -1.771 0.173
C 0.219 -2.958 0.997
C 0.247 -2.004 -1.244
H -0.337 1.708 2.920
H -1.205 1.789 1.359
H 0.557 1.994 1.398
H -0.970 -1.392 3.076
H 0.833 -1.223 3.175
H -0.232 0.059 3.795
H -0.599 -3.645 0.707
H 1.171 -3.484 0.791
H 0.149 -2.753 2.067
H -0.672 -1.681 -1.755
H 1.082 -1.440 -1.682
H 0.400 -3.079 -1.410
```


# C5H7NO

One molecule with the formula C5H7NO in a non-equilibrium geometry (the ωB97M-V functional and the def2-TZVPD basis, the OMol25 dataset).

Properties
Lowest unoccupied orbital energy = 0.9 eV
Energy relative to the best compared isomer or geometry (same formula, charge and spin) = 50.5 kcal/mol
SMILES string = C=C1CC(N)=CO1
Orbital gap = 8.454 eV
HOMO level = -0.2775 Ha

Structure (XYZ):
```
14
C5H7NO | the OMol25 dataset | the ωB97M-V functional and the def2-TZVPD basis
C 2.482 0.067 0.466
C 1.164 0.235 0.405
C 0.198 -0.732 -0.230
C -1.116 0.003 -0.193
N -2.351 -0.568 -0.545
C -0.824 1.258 0.149
O 0.529 1.454 0.442
H 2.887 -0.940 0.397
H 3.149 0.916 0.480
H 0.753 -0.576 -1.155
H 0.203 -1.801 -0.007
H -2.497 -1.484 -0.132
H -3.136 0.023 -0.293
H -1.441 2.146 0.216
```


| no. | electronic energy (Ha) |
| --- | --- |
| 1 | -384.70586 |
| 2 | -377.47481 |
| 3 | -232.39344 |
| 4 | -856.52332 |
| 5 | -2230.10733 |
| 6 | -324.64406 |